Below is a molecular structure, C27H55CsIN4O9SSi in a non-equilibrium geometry, with properties calculated with ωB97M-V with the def2-TZVPD basis set.

Its electronic energy is -2963.8620 a.u. Its charge is -1. As for the energy above the lowest of the compared OMol25 structures with the same formula, charge and spin: 1.010 eV. Its orbital gap is 7.0522 eV. The HOMO energy comes out at -5.03 eV.

Last column: Mulliken charge in e.
Atoms and positions in Å:
Cs: -0.401032 -1.290688 0.943517  1.1563
O: 3.540421 -2.686969 1.111832  -0.4754
C: 3.375095 -4.006042 1.581529  -0.4027
C: 2.958120 -4.952570 0.463926  -1.0310
N: 1.646005 -4.603683 -0.034400  0.8178
C: 0.527180 -5.158195 0.708646  -1.2475
C: -0.639345 -4.164064 0.760810  0.7932
O: -1.188339 -3.855656 -0.328042  -0.3782
O: -0.862621 -3.593485 1.862422  -0.9308
C: 1.483338 -4.532751 -1.462173  -0.9972
C: 1.774049 -3.164428 -2.087186  0.5064
O: 1.971330 -2.183080 -1.292096  -0.8089
O: 1.703989 -3.067822 -3.321480  -0.7924
H: 2.913536 -2.534288 0.367870  0.3034
H: 2.620616 -4.034453 2.381955  0.2087
H: 4.322070 -4.322952 2.032672  0.4073
H: 3.006664 -6.004766 0.794391  0.4087
H: 3.673621 -4.854283 -0.357916  0.3974
H: 0.858245 -5.349130 1.728884  0.3889
H: 0.174196 -6.105711 0.264889  0.2136
H: 0.437199 -4.714230 -1.712191  0.1791
H: 2.086055 -5.279473 -2.000290  0.4156
I: -3.642136 -6.636687 1.086132  0.0717
C: -4.161701 -5.068474 -0.142178  -0.1401
C: -4.549563 -5.280248 -1.453365  -0.2087
C: -4.846376 -4.174001 -2.233892  -0.6388
C: -4.762751 -2.914140 -1.663945  -0.2742
N: -4.391169 -2.700893 -0.403885  -0.2861
C: -4.074029 -3.764688 0.327051  -0.2899
H: -4.609428 -6.280070 -1.862918  0.3681
H: -5.136506 -4.272126 -3.271421  0.3914
H: -5.003432 -2.036109 -2.255253  0.4232
H: -3.720886 -3.562971 1.332121  0.4329
N: 1.082616 0.094288 -2.124399  0.8696
C: 0.141620 -0.093833 -3.262365  -0.9259
C: -0.981100 -1.048443 -2.892364  1.4172
N: -1.875908 -1.108603 -4.050813  -0.7301
H: 1.834044 0.730310 -2.375416  0.5091
H: 1.529537 -0.829732 -1.872185  0.2303
H: 0.592346 0.494963 -1.266774  -0.6152
H: 0.719941 -0.504364 -4.091171  0.5111
H: -0.252880 0.882700 -3.541920  0.2692
H: -1.541883 -0.638559 -2.050605  -0.4051
H: -0.576225 -2.011699 -2.569199  -0.4023
H: -1.428106 -1.681121 -4.760134  0.2932
H: -2.735468 -1.585892 -3.807084  0.2644
C: 1.381358 5.529872 -0.461102  -1.8485
C: 0.280518 4.495562 -0.608168  2.0212
C: -1.081306 5.164836 -0.722236  -1.8089
C: 0.539777 3.632131 -1.835219  -1.0848
O: 0.235136 3.721139 0.599514  0.5677
Si: 0.680905 2.140066 0.860272  -3.0943
O: -0.169956 1.052353 0.069382  -0.2756
O: 2.273631 1.995813 0.459393  0.8317
C: 3.515766 2.009173 1.190869  2.1163
C: 3.600015 0.755049 2.041061  -1.6109
C: 3.617447 3.265077 2.033088  -1.4442
C: 4.591456 1.993781 0.114079  -1.7896
O: 0.593566 1.887081 2.502948  0.4301
C: -0.429649 2.276265 3.442950  1.8972
C: -1.807615 2.040433 2.847754  -1.0930
C: -0.233308 1.367602 4.647680  -1.7147
C: -0.202755 3.724299 3.827654  -1.6644
H: 1.394917 6.202134 -1.324420  0.4658
H: 2.359555 5.058323 -0.384855  0.1762
H: 1.225388 6.127786 0.438611  0.3215
H: -1.135190 5.814689 -1.600013  0.4284
H: -1.275386 5.769850 0.164980  0.3441
H: -1.866429 4.412403 -0.803168  0.2791
H: 0.474961 4.245478 -2.740674  0.6211
H: -0.187852 2.828572 -1.922467  -0.1654
H: 1.543234 3.203943 -1.809550  0.1373
H: 2.813637 0.732187 2.794304  0.0948
H: 4.558674 0.715895 2.569942  0.5138
H: 3.529404 -0.146376 1.430436  0.3597
H: 2.800200 3.351482 2.747776  -0.0024
H: 3.633870 4.158627 1.410360  0.2877
H: 4.549713 3.243028 2.608379  0.5033
H: 4.491851 1.097380 -0.499421  0.2713
H: 5.601301 1.995640 0.532186  0.4052
H: 4.487501 2.870430 -0.528981  0.3467
H: -1.940105 0.979245 2.632054  0.1819
H: -1.980227 2.592365 1.923521  -0.0105
H: -2.592739 2.335287 3.552004  0.6206
H: -0.371194 0.323350 4.364219  0.2862
H: -0.951026 1.598475 5.439446  0.4078
H: 0.772443 1.478548 5.054884  0.3386
H: -0.261981 4.402801 2.979625  0.0766
H: 0.782323 3.825503 4.287183  0.3356
H: -0.949540 4.027136 4.570743  0.4849
C: -3.629803 0.712921 -0.262649  0.6107
S: -4.398488 0.900693 -1.872179  -0.1500
C: -3.636672 2.410007 -2.434210  -0.4337
H: -4.081436 1.325196 0.520244  0.4771
H: -2.559486 0.933035 -0.300071  -0.6920
H: -3.770064 -0.337967 0.001119  -0.1468
H: -2.547957 2.347528 -2.406264  -0.2412
H: -3.938688 3.294514 -1.869339  0.3250
H: -3.920671 2.568472 -3.475278  0.4391

Forces on atoms 1 to 3 (eV/Å):
0.3 0.0 0.1
-0.1 0.2 -0.2
-0.1 -0.1 0.1

=====

Below is a molecular structure, C39H31As2BrNO4Zn, with properties calculated with ωB97M-V with the def2-TZVPD basis set.

Its electronic energy is -10685.2741 a.u. Its charge is -1. Its orbital gap (spin up / spin down) is 7.1292 / 5.0387 eV. The HOMO energy (spin up / spin down) comes out at -4.66 / -3.51 eV.

Last column: Mulliken charge in e.
Atoms and positions in Å:
Zn: -0.570635 2.136986 2.359785  -0.6133
O: 0.523841 -2.750800 2.716695  -0.2479
C: -0.659399 -0.645487 2.769919  0.3405
O: 0.248355 0.204716 2.481517  -1.0130
C: -1.742553 -0.168712 3.613189  0.4769
C: -2.471624 -0.841039 4.604658  -0.2964
C: -3.249946 -0.095502 5.468250  -0.5999
C: -3.241183 1.301613 5.415662  -0.6186
C: -2.485874 1.902759 4.424496  0.3836
N: -1.835372 1.172190 3.539002  -0.0056
C: -2.128556 3.402135 4.351969  0.3039
O: -2.782518 4.199522 5.003289  -0.7118
O: -1.107493 3.647314 3.641164  -0.7343
H: -2.384121 -1.910241 4.713064  0.2100
H: -3.824839 -0.595215 6.234703  0.4412
H: -3.775894 1.915454 6.122484  0.5004
C: 1.717611 -0.750130 0.222302  -1.2986
C: 2.025157 -0.256153 -1.183804  -1.0029
As: 0.511138 0.800603 -1.942816  1.2011
C: 1.267469 2.608601 -2.180787  -0.5275
C: 1.330558 3.128019 -3.419668  0.0404
C: 1.748294 4.481332 -3.725108  -0.6677
C: 1.888951 5.374331 -2.747871  -1.1181
C: 1.642581 4.964172 -1.341095  -0.1286
C: 1.670649 3.453316 -1.001039  -0.5969
C: 0.853653 0.150443 -3.777935  -0.4684
C: -0.202811 -0.416105 -4.479507  -0.4533
C: -0.018054 -0.932839 -5.750230  -0.6521
C: 1.235068 -0.900575 -6.334405  -0.3943
C: 2.299679 -0.348526 -5.641285  -0.7668
C: 2.109331 0.169517 -4.375012  0.3088
As: -0.036116 -1.663900 0.213049  -0.0306
C: 0.518379 -3.521859 -0.195714  0.4221
C: -0.479434 -4.493451 -0.275977  -0.3849
C: -0.192437 -5.793793 -0.646100  -0.7356
C: 1.105501 -6.157123 -0.965364  -0.4263
C: 2.102745 -5.200557 -0.918026  -0.7783
C: 1.810772 -3.901630 -0.537417  -0.0419
C: -0.589543 -1.988598 2.173408  1.7627
C: 0.454305 -3.241408 3.970505  -0.5826
C: -0.577277 -3.932806 4.529023  -0.1972
C: -1.841895 -4.203008 3.981821  -0.4717
C: -2.403770 -3.650748 2.831297  -0.4100
C: -1.896007 -2.651974 2.048411  -1.2165
H: 1.641407 0.097804 0.901056  0.5059
H: 2.506996 -1.406937 0.603489  0.7497
H: 2.148981 -1.110663 -1.864052  0.5718
H: 2.953851 0.327691 -1.194720  0.5609
H: 1.055577 2.517678 -4.270679  0.4412
H: 1.919594 4.747381 -4.759609  0.3796
H: 2.154810 6.406112 -2.931929  0.3129
H: 2.308837 5.520209 -0.675784  0.5834
H: 2.607034 3.055138 -0.588286  0.5849
H: -1.180022 -0.440861 -4.007097  0.3607
H: -0.852129 -1.360688 -6.285819  0.3958
H: 1.383150 -1.301575 -7.327076  0.3703
H: 3.280698 -0.323162 -6.093963  0.3874
H: 2.942512 0.614629 -3.843366  0.3429
H: -1.498430 -4.212399 -0.034187  0.3864
H: -0.982542 -6.529917 -0.697217  0.3894
H: 1.335263 -7.172562 -1.258270  0.3709
H: 3.116364 -5.468274 -1.183248  0.3833
H: 2.614227 -3.177080 -0.510228  0.2102
H: 1.352472 -3.040733 4.551847  0.4276
H: -0.381484 -4.347496 5.512839  0.2970
H: -2.468774 -4.888686 4.535157  0.3213
H: -3.381720 -4.030553 2.551477  0.3324
H: -2.497493 -2.253316 1.232125  0.4490
Br: -1.343545 5.878059 -3.051654  -0.1740
C: -0.898315 4.633421 -1.671130  -0.7198
C: -1.640346 3.536683 -1.516507  -0.3631
C: -1.483893 2.692595 -0.343473  0.4233
C: -0.444992 2.814212 0.498049  -0.8366
C: 0.609028 3.790766 0.093263  0.2080
C: 0.202009 5.022684 -0.756819  -0.0401
H: -2.452092 3.309917 -2.193098  0.4730
H: -2.292153 1.996189 -0.148173  0.4175
H: 1.148000 4.148383 0.972474  0.7262
H: -0.049561 5.954510 -0.235893  0.5704

Forces on atoms 1 to 3 (eV/Å):
0.0 0.3 -0.5
0.0 -0.4 0.5
-0.2 -0.1 0.4

=====

> Which value of electronic energy does entry 1 give?

-2963.8620 a.u.